# 1
Here is a 7-piece molecular cluster, C37H89FNO27P6 overall in a non-equilibrium geometry from the OMol25 dataset. Energies are from ωB97M-V with the def2-TZVPD basis set.

Calculated values
E_LUMO (alpha / beta) = 0.342 / 0.117 eV
Energy = -5697.8855 Ha
Largest force on an atom = 3.311 eV Å⁻¹
E_HOMO (alpha / beta) = -0.3208 / -0.3518 Eh
2S+1 = 2
⟨S²⟩ = 0.754

CARTESIAN COORDINATES (ANGSTROEM)
P  6.163  -4.461  6.076
P  5.605  -3.438  0.074
P  -5.952  11.385  -6.301
P  -1.765  7.261  -7.180
P  0.608  -7.044  7.389
P  1.603  0.892  -4.527
F  -3.678  -0.359  2.788
O  -6.876  10.324  -7.054
O  -2.537  8.076  -6.240
O  4.934  -3.487  6.246
O  -6.485  12.790  -6.812
O  4.977  -2.264  -0.800
O  7.244  -3.536  5.363
O  -0.288  -6.255  6.539
O  0.242  0.231  -4.999
O  1.532  0.644  -2.973
O  0.929  -8.507  6.848
O  -0.526  6.489  -6.589
O  2.806  0.413  -5.208
O  6.626  -5.144  7.282
O  0.679  -1.013  5.800
O  -5.896  11.225  -4.849
O  0.123  -7.316  8.862
O  4.976  -4.757  -0.542
O  -3.730  1.741  0.448
O  0.302  0.896  6.808
O  2.029  -6.393  7.629
O  1.340  2.457  -4.653
O  5.643  -5.419  4.920
O  -4.591  11.280  -7.078
O  -1.088  8.057  -8.369
O  7.064  -3.425  0.176
O  -2.594  6.111  -7.901
O  4.801  -3.324  1.420
N  -3.046  0.957  -0.318
C  -0.636  -4.595  1.486
C  6.601  -6.166  4.168
C  -1.892  -0.685  1.265
C  -3.381  10.981  -6.355
C  -7.876  13.075  -6.695
C  -4.027  6.197  -7.920
C  -3.876  -0.190  -0.696
C  -7.855  9.603  -6.299
C  5.102  -4.982  -1.945
C  0.697  -8.801  5.465
C  -1.357  1.745  1.255
C  1.995  3.189  -5.698
C  -0.296  0.607  -6.265
C  5.498  -3.162  2.664
C  -1.161  -6.840  9.278
C  -0.590  0.408  -0.668
C  -4.389  -0.934  0.564
C  -3.361  -2.582  2.115
C  0.046  -4.177  2.813
C  -2.957  -3.586  0.999
C  5.801  -1.553  -1.732
C  -0.249  6.569  -5.185
C  -2.176  -4.784  1.596
C  1.035  -1.090  4.412
C  1.010  -2.995  2.688
C  -3.310  -1.107  1.666
C  -3.185  -1.189  -1.637
C  2.940  -6.395  6.531
C  -5.130  0.284  -1.458
C  8.634  -3.735  5.656
C  -1.771  0.561  0.338
C  -1.918  8.545  -9.424
C  1.487  -2.518  4.086
C  4.371  -3.267  7.550
C  -1.503  0.181  5.534
C  2.644  0.030  -2.314
C  -0.096  0.067  6.093
H  -1.417  -5.902  8.788
H  3.631  -5.570  6.658
H  -4.951  0.386  -2.527
H  6.614  -2.168  -2.114
H  8.843  -4.767  5.932
H  -7.998  14.154  -6.654
H  4.889  -2.441  8.035
H  5.663  -2.102  2.859
H  3.140  -0.692  -2.959
H  6.449  -3.685  2.658
H  5.042  -6.052  -2.122
H  -2.729  -2.764  2.983
H  -0.907  1.503  -6.150
H  -0.303  -9.216  5.346
H  -1.456  0.799  4.637
H  -3.247  9.899  -6.296
H  4.283  -4.488  -2.468
H  -4.433  5.653  -7.069
H  -3.889  -1.983  -1.869
H  -0.923  -0.206  -6.621
H  2.271  -0.489  -1.434
H  0.126  -0.898  3.828
H  -5.210  -0.364  1.001
H  1.899  -3.323  2.143
H  -2.047  7.765  -10.175
H  -2.893  8.866  -9.051
H  0.493  0.789  -6.997
H  -8.701  9.400  -6.952
H  6.058  -4.616  -2.324
H  1.015  -3.157  4.831
H  4.438  -4.158  8.171
H  -1.331  -1.517  0.850
H  0.582  -2.179  2.100
H  1.779  -0.338  4.141
H  -8.201  10.174  -5.439
H  -4.377  5.737  -8.842
H  0.278  0.986  -0.375
H  2.574  -2.535  4.159
H  -4.413  -2.771  2.330
H  -0.306  -0.640  -0.774
H  8.930  -3.075  6.469
H  2.417  -6.266  5.581
H  2.930  3.600  -5.319
H  -8.298  12.639  -5.787
H  -0.694  -4.013  3.598
H  -1.371  -0.430  2.186
H  0.652  -5.021  3.147
H  -4.799  -1.879  0.215
H  7.436  -6.485  4.793
H  -2.261  -1.596  -1.236
H  -4.369  7.230  -7.888
H  2.199  2.561  -6.563
H  1.433  -9.539  5.151
H  3.324  -3.005  7.419
H  -5.585  1.156  -0.999
H  -0.239  -5.577  1.226
H  9.203  -3.486  4.763
H  0.820  6.420  -5.044
H  5.174  -1.247  -2.566
H  6.104  -7.048  3.771
H  -1.885  1.743  2.204
H  -1.420  9.397  -9.878
H  -2.133  0.633  6.285
H  6.213  -0.669  -1.248
H  -1.415  2.697  0.736
H  -8.402  12.690  -7.569
H  -2.550  11.417  -6.906
H  -5.855  -0.528  -1.355
H  -1.123  -6.676  10.352
H  -1.909  -0.787  5.237
H  -0.789  5.781  -4.662
H  -2.333  -3.135  0.231
H  -0.408  -3.932  0.649
H  -7.428  8.660  -5.958
H  -3.398  11.409  -5.354
H  3.501  -7.330  6.521
H  -3.864  -3.927  0.499
H  0.798  -7.914  4.842
H  1.341  4.004  -6.002
H  6.970  -5.565  3.338
H  4.875  -3.575  3.450
H  -0.298  1.606  1.493
H  -1.920  -7.590  9.057
H  3.354  0.796  -2.002
H  -0.523  7.538  -4.774
H  -2.954  -0.670  -2.571
H  -2.418  -5.692  1.041
H  -2.471  -4.931  2.633
H  -0.935  0.723  -1.655

---

# 2
Here is a 2-piece molecular cluster, C4H7NO2 overall from the OMol25 dataset. Energies are from ωB97M-V with the def2-TZVPD basis set.

Calculated values
E_LUMO = 0.461 eV
Energy above the lowest of the compared OMol25 structures with the same formula, charge and spin = 74.71 kcal per mole
Energy = -361.7618 Ha
Largest force on an atom = 0.680 eV Å⁻¹
E_HOMO = -0.3641 Eh
SMILES string = O=C[C@@H]1NCC1=O.[H][H]
2S+1 = 1

CARTESIAN COORDINATES (ANGSTROEM)
O  1.686  0.375  1.252
O  -1.810  -1.096  -0.138
N  0.143  1.456  -0.803
C  -1.072  -0.167  -0.270
C  1.434  -0.357  0.324
C  0.406  0.012  -0.731
C  -1.180  1.344  -0.149
H  0.808  1.962  -0.224
H  0.109  -2.460  1.359
H  -2.006  1.804  -0.701
H  0.092  -2.751  0.676
H  -1.211  1.672  0.899
H  1.962  -1.319  0.192
H  0.639  -0.477  -1.685

---

# 3
Here is a 2-piece molecular cluster, C3H2ClF2O2 overall in a non-equilibrium geometry from the OMol25 dataset. Energies are from ωB97M-V with the def2-TZVPD basis set.

Calculated values
E_LUMO = 3.489 eV
Energy above the lowest of the compared OMol25 structures with the same formula, charge and spin = 35.45 kcal per mole
Energy = -925.9289 Ha
Largest force on an atom = 4.517 eV Å⁻¹
E_HOMO = -0.1622 Eh
Charge = -1
2S+1 = 1

CARTESIAN COORDINATES (ANGSTROEM)
Cl  -3.395  0.719  0.288
F  0.016  1.082  -1.536
F  1.907  0.242  1.112
O  1.368  -0.996  -0.814
O  0.331  -2.669  0.402
C  0.781  -0.162  0.363
C  -0.176  0.850  -0.176
C  0.644  -1.588  0.079
H  -1.335  0.538  0.036
H  -0.141  1.983  0.246